(1)
The following is a quantum chemistry calculation of a structure of composition C27H54OP2SiSn at a distorted geometry, from the Open Molecules 2025 dataset.

Cartesian coordinates (Å):
Sn1 0.35709 -0.16832 0.02144
C1 -2.55328 1.84956 0.05256
C2 -2.89556 0.91861 -0.96764
C3 -2.84529 -0.21580 1.03563
C4 -2.57450 1.16647 1.29527
C5 -3.02363 -0.36927 -0.36806
C6 -2.27566 3.29333 -0.12894
H1 -2.00971 3.52695 -1.16645
H2 -1.43980 3.61611 0.51286
H3 -3.16049 3.89773 0.12990
C7 -2.40648 1.79239 2.62455
H4 -2.59188 2.87143 2.58184
H5 -1.39061 1.66285 3.02999
H6 -3.11656 1.36941 3.34732
C8 -2.99948 -1.30713 2.01713
H7 -4.06583 -1.48087 2.24498
H8 -2.47735 -1.06437 2.94767
H9 -2.60536 -2.26570 1.64273
C9 -3.33426 -1.62902 -1.07408
H10 -4.41812 -1.71827 -1.25487
H11 -3.01715 -2.49754 -0.48388
H12 -2.82809 -1.66989 -2.04718
C10 -3.10841 1.26261 -2.37984
H13 -3.93989 1.97890 -2.50014
H14 -3.34657 0.37248 -2.96977
H15 -2.20427 1.72617 -2.80438
C11 1.59811 0.47457 -2.60401
C12 0.50217 1.24611 -2.77950
C13 -0.08959 1.47327 -4.13209
C14 -0.99063 0.34626 -4.71778
C15 -1.01966 -0.91524 -3.91202
C16 0.06403 -1.68853 -3.76432
C17 1.37907 -1.37627 -4.42081
C18 2.22990 -0.27901 -3.73448
H16 0.73522 1.64469 -4.84085
H17 -0.64010 0.12428 -5.74136
H18 -0.67641 2.40574 -4.11212
H19 2.53388 0.45276 -4.50143
H20 2.22006 0.51891 -1.70262
H21 0.04415 1.83474 -1.97656
H22 3.15430 -0.74261 -3.36780
H23 1.96798 -2.30916 -4.46256
H24 -0.01873 -2.70086 -3.36262
H25 1.19589 -1.07672 -5.46610
H26 -2.01642 0.72227 -4.83163
H27 -2.00804 -1.29480 -3.65607
P1 2.05812 2.13232 0.68000
C19 1.63693 3.11371 2.14702
H28 2.44570 3.83523 2.32007
H29 1.52944 2.48197 3.03405
H30 0.69569 3.65516 1.98779
C20 3.77757 1.62546 1.01924
H31 4.30512 2.45919 1.50006
H32 4.28370 1.36340 0.08067
H33 3.79478 0.75196 1.68682
C21 2.17923 3.41201 -0.61490
H34 2.48904 2.95967 -1.56498
H35 2.90754 4.16903 -0.30066
H36 1.19346 3.87882 -0.74780
P2 1.19032 -2.66673 -0.09441
C22 -0.17039 -3.62081 -0.81159
H37 0.25369 -4.54157 -1.23484
H38 -0.67142 -3.04734 -1.60348
H39 -0.90867 -3.86654 -0.03372
C23 2.63088 -2.78158 -1.17447
H40 2.35426 -2.61366 -2.22515
H41 3.05195 -3.78811 -1.04593
H42 3.38504 -2.03596 -0.88060
C24 1.60575 -3.47212 1.45860
H43 1.98879 -4.47173 1.21661
H44 0.71164 -3.56751 2.08761
H45 2.37032 -2.90985 2.00791
C25 -1.02580 -0.67231 4.78678
Si1 0.60270 -0.51521 3.83256
C26 1.42370 0.90778 4.78745
C27 1.56840 -2.02398 4.42074
O1 0.44508 -0.34102 2.23308
H46 -0.79003 -0.63911 5.85787
H47 -1.50752 -1.64100 4.60046
H48 -1.72888 0.14519 4.58433
H49 1.52923 0.57139 5.83205
H50 2.43236 1.14257 4.41917
H51 0.79537 1.81216 4.80291
H52 1.03075 -2.95270 4.19245
H53 2.57673 -2.07115 3.99240
H54 1.66538 -1.95628 5.51191

Force components x, y, z for each atom (eV/Å):
-0.63 0.55 2.32
-0.24 -0.04 0.03
0.05 0.46 0.13
-0.16 0.11 0.02
-0.10 -0.35 0.21
-0.11 -0.03 -0.03
0.27 0.19 -0.12
-0.14 -0.06 0.18
-0.36 -0.05 -0.10
0.24 -0.12 0.00
-0.18 0.40 0.22
0.02 -0.18 -0.08
-0.19 -0.18 -0.22
0.25 -0.01 -0.14
0.20 -0.13 0.40
0.24 0.11 -0.06
-0.26 -0.09 -0.25
-0.12 0.35 0.03
0.06 -0.29 -0.05
0.23 0.00 0.04
-0.21 0.19 -0.16
-0.25 0.02 0.34
-0.14 -0.03 -0.50
0.29 -0.16 0.08
0.01 0.26 0.10
-0.37 -0.04 0.14
-0.49 0.95 -0.44
0.94 -0.14 0.13
-0.11 0.35 -0.54
-0.31 0.17 -0.19
0.28 -0.79 -0.56
-0.53 -0.29 -0.56
0.05 -0.25 -0.11
0.69 0.06 -0.11
-0.20 0.03 0.21
-0.13 0.00 0.38
0.30 -0.24 -0.05
0.03 -0.22 0.22
-0.42 -0.04 0.13
0.42 -0.26 0.00
-0.13 0.23 -0.14
-0.19 0.43 -0.11
-0.15 0.41 0.02
0.02 -0.15 0.33
0.35 -0.09 -0.04
0.34 0.03 0.16
0.13 -0.49 -0.17
-0.29 -0.03 0.18
-0.20 -0.07 -0.04
0.06 0.14 -0.33
0.21 -0.07 0.03
0.10 -0.01 -0.02
0.03 -0.23 -0.14
-0.07 0.07 0.23
-0.04 0.29 -0.15
0.09 -0.10 -0.02
-0.05 0.22 0.22
-0.16 -0.06 -0.15
0.28 -0.05 0.00
0.23 0.72 0.28
-0.09 -0.16 -0.15
-0.32 0.08 0.08
0.19 -0.23 0.33
0.32 -0.01 -0.19
0.29 -0.47 -0.13
0.07 -0.11 0.36
0.10 0.23 -0.30
-0.24 -0.28 -0.05
0.18 -0.35 0.02
-0.05 0.09 0.20
0.27 0.10 -0.20
-0.26 -0.14 -0.22
-0.04 -0.09 -0.26
0.13 -0.06 1.69
0.00 -0.07 -0.32
-0.09 0.01 -0.35
-0.11 0.10 -1.72
0.00 0.00 -0.19
-0.05 0.20 0.11
0.07 -0.30 0.18
-0.05 0.09 -0.36
-0.20 0.12 0.16
0.29 -0.14 0.04
0.22 0.09 0.11
-0.10 -0.09 0.16
-0.01 -0.01 -0.23

Calculated values
- Total charge: +2
- E_HOMO (alpha / beta): -13.216 / -13.206 eV

(2)
The following is a quantum chemistry calculation of the ion C27H55ClNO2 with charge +1, from the Open Molecules 2025 dataset.

Cartesian coordinates (Å):
C1 -5.20174 -1.48112 0.86360
C2 -4.60386 -1.40204 -0.54392
C3 -3.50183 -0.34731 -0.67617
C4 -2.66698 -0.46936 -1.95486
C5 -2.63330 0.81101 -2.77451
N1 -1.23411 -0.94228 -1.70968
C6 -0.39207 0.04361 -0.88685
C7 0.47733 0.88662 -1.83781
C8 1.94529 0.47279 -2.00313
C9 2.98269 1.20877 -1.13081
C10 3.16292 2.68676 -1.53518
C11 4.24837 3.48343 -0.76625
C12 3.83250 4.25014 0.51222
C13 3.99133 3.51742 1.85417
C14 3.02511 4.04447 2.93152
C15 1.81804 3.14107 3.11365
C16 0.84130 3.53869 4.22630
O1 1.01821 4.88283 4.59973
C17 -0.16162 5.62860 4.77325
C18 0.33302 -0.69855 0.22869
C19 -0.62473 -1.52238 1.09980
C20 0.11677 -2.04958 2.32946
C21 -1.33396 -2.61139 0.25214
C22 -0.98216 -4.07230 0.58297
C23 0.46646 -4.52549 0.31865
C24 0.60187 -5.70516 -0.65407
Cl1 0.82199 -7.25226 0.20431
C25 -1.10623 -2.40941 -1.23822
O2 -1.98899 -3.16548 -1.98251
C26 -1.46250 -3.77022 -3.17182
C27 -1.22957 -2.80459 -4.32811
H1 -4.51492 -1.07811 1.61770
H2 -6.13038 -0.91298 0.94769
H3 -5.42795 -2.51037 1.15136
H4 -4.21363 -2.37973 -0.84296
H5 -5.39236 -1.15707 -1.26442
H6 -3.95686 0.65123 -0.68649
H7 -2.87014 -0.36951 0.21036
H8 -3.10843 -1.25464 -2.57207
H9 -2.31987 1.68212 -2.19299
H10 -1.99496 0.73673 -3.66076
H11 -3.65439 0.99925 -3.11718
H12 -0.80368 -0.95314 -2.63292
H13 -1.12238 0.69555 -0.39614
H14 -0.00799 0.87627 -2.81782
H15 0.43149 1.93200 -1.51099
H16 2.03703 -0.61332 -1.87392
H17 2.23065 0.66977 -3.04373
H18 2.76555 1.10330 -0.06517
H19 3.95158 0.71992 -1.28924
H20 3.42893 2.68104 -2.59912
H21 2.21753 3.23792 -1.46415
H22 4.65721 4.21625 -1.46802
H23 5.07566 2.80599 -0.52325
H24 4.42849 5.16684 0.56006
H25 2.78934 4.58424 0.41168
H26 3.83637 2.44457 1.69690
H27 5.01980 3.62792 2.20697
H28 3.54566 4.15774 3.88811
H29 2.66917 5.04194 2.65807
H30 1.28235 3.10316 2.15753
H31 2.19769 2.13529 3.32648
H32 -0.19822 3.39354 3.89666
H33 0.98950 2.88994 5.10080
H34 -0.87293 5.44382 3.95593
H35 0.11574 6.68343 4.76679
H36 -0.65384 5.40082 5.72751
H37 1.12271 -1.34892 -0.16348
H38 0.80750 0.06920 0.83511
H39 -1.38835 -0.82523 1.46879
H40 -0.48302 -2.74434 2.91864
H41 0.36984 -1.21248 2.98066
H42 1.05457 -2.54453 2.05677
H43 -2.41322 -2.53772 0.41637
H44 -1.66825 -4.70525 0.00903
H45 -1.23873 -4.23964 1.63160
H46 0.92073 -4.82537 1.26616
H47 1.08861 -3.69686 -0.04271
H48 1.45802 -5.59451 -1.32130
H49 -0.30006 -5.83407 -1.25954
H50 -0.07395 -2.67757 -1.50557
H51 -0.52608 -4.27453 -2.90082
H52 -2.18711 -4.54192 -3.43188
H53 -0.22452 -2.36783 -4.32500
H54 -1.34301 -3.32470 -5.27975
H55 -1.96201 -1.99271 -4.30890

Force components x, y, z for each atom (eV/Å):
-0.05 0.08 0.21
-0.08 -0.08 -0.19
-0.11 0.31 0.01
-0.04 -0.17 -0.21
-0.15 0.13 -0.04
0.01 -0.03 0.38
-0.19 -0.04 0.21
0.09 0.23 0.13
0.27 -0.02 -0.21
0.07 0.15 -0.10
-0.01 -0.03 0.25
0.03 -0.10 0.04
-0.17 -0.07 -0.23
-0.12 0.03 -0.16
0.25 0.21 0.19
-0.04 -0.26 -0.18
-0.20 -0.14 0.17
0.17 0.28 -0.17
-0.14 0.02 0.09
-0.11 -0.08 -0.07
0.21 0.11 0.02
0.09 0.07 0.03
-0.21 -0.03 -0.06
-0.16 -0.18 0.08
0.17 -0.03 0.10
-0.12 0.12 -0.12
-0.04 -0.07 0.05
0.00 0.04 -0.38
-0.03 -0.04 0.08
0.25 -0.25 0.05
-0.01 0.13 0.04
-0.04 -0.09 -0.09
0.11 0.00 -0.01
-0.01 0.10 -0.08
0.03 0.09 0.03
0.08 -0.15 0.02
0.04 -0.14 0.14
0.05 0.00 -0.01
0.15 0.05 0.09
0.02 -0.10 -0.02
-0.12 -0.05 0.05
0.12 0.03 0.02
-0.06 0.00 -0.09
0.06 -0.10 -0.19
0.08 0.12 0.06
-0.01 -0.15 0.00
0.10 0.12 -0.03
-0.06 -0.07 0.09
-0.12 0.07 0.04
-0.12 -0.02 0.08
-0.02 0.06 0.08
0.00 -0.07 0.01
-0.03 -0.09 0.05
0.02 0.06 -0.04
-0.12 -0.03 0.00
0.09 -0.08 -0.06
-0.03 -0.03 0.10
-0.02 -0.06 -0.11
-0.08 -0.02 -0.09
0.17 -0.02 0.08
0.02 -0.10 -0.03
-0.19 -0.04 -0.10
0.14 -0.10 -0.01
0.00 0.12 -0.01
0.06 0.04 0.08
-0.02 -0.08 0.02
0.01 -0.02 -0.07
0.00 0.18 0.09
0.18 0.02 0.12
0.04 -0.14 -0.04
0.02 0.07 -0.05
0.04 0.01 0.00
-0.16 0.01 0.04
0.08 0.03 -0.01
0.08 0.08 0.09
0.01 -0.03 -0.16
0.04 0.07 -0.13
-0.10 -0.07 -0.03
-0.06 -0.02 0.12
0.17 0.08 0.06
-0.07 0.14 0.07
-0.11 -0.02 -0.13
0.00 0.15 -0.01
-0.07 -0.04 0.07
0.04 0.03 0.04
-0.05 -0.13 -0.12

Calculated values
- ΔE to the lowest compared entry with this formula, charge and spin: 0.261 eV
- SMILES: CCC[C@@H](C)[N@H+]1[C@H](CCCCCCCCCCOC)C[C@H](C)[C@H](CCCCl)[C@H]1OCC
- Total charge: +1
- E_HOMO: -11.370 eV